Model a:
20
Properties=species:S:1:pos:R:3 method="wB97M-V/def2-TZVPD" e_homo_ha=-0.528 orbital_gap_ev=11.5 smiles="C=C(CN)[NH+](C)C" lumo_energy_ev=-2.91 charge=+1
H -2.261 0.692 0.695
N -0.061 -0.663 -0.021
H -0.335 -2.626 0.735
H 1.051 2.304 0.632
H 2.356 0.463 0.512
H 1.054 -0.595 -0.233
C -0.715 -1.120 -1.257
H 2.626 0.884 -1.125
H 0.231 -1.123 1.895
C -0.284 0.862 0.249
H -1.496 -1.590 1.528
C 0.972 1.537 -0.167
H 0.791 2.167 -1.050
C -1.448 1.286 0.671
H -0.251 -0.608 -2.092
C -0.379 -1.598 1.090
H -1.753 -0.834 -1.315
N 2.004 0.525 -0.413
H -1.560 2.254 0.929
H -0.542 -2.218 -1.263

---

Model b:
20
Properties=species:S:1:pos:R:3 method="wB97M-V/def2-TZVPD" e_homo_ha=-0.489 orbital_gap_ev=9.7 smiles="C=C([NH3+])C[C@H](C)N" lumo_energy_ev=-3.59 charge=+1
H -1.094 -0.069 -1.532
H 1.640 2.386 -0.458
H 2.185 0.248 -2.184
H -2.752 0.750 0.278
C 0.701 1.872 -0.739
C -0.465 -0.383 -0.710
H -0.200 -2.396 1.123
H 0.541 1.906 -1.804
H -0.062 -1.495 -0.924
H 0.939 0.346 0.628
N -0.279 -1.460 1.470
C -1.097 -0.475 0.586
H -0.231 2.495 -0.425
C 0.889 0.446 -0.508
H 0.628 -1.135 1.584
H 2.852 0.285 -0.783
N 2.089 -0.073 -1.148
C -2.268 0.110 1.041
H -2.788 -0.278 1.904
H -0.887 -1.735 2.312

---

Model c:
20
Properties=species:S:1:pos:R:3 method="wB97M-V/def2-TZVPD" e_homo_ha=-0.428 orbital_gap_ev=7.7 smiles="CN/C=C/CC[NH3+]" lumo_energy_ev=-3.89 charge=+1
C 1.124 -0.220 -0.796
C -0.265 0.676 1.979
H -0.178 1.679 1.560
C -0.227 0.472 -2.948
H 0.885 -0.914 2.574
C 0.948 -0.216 1.732
H 0.957 -1.965 0.266
N -1.533 0.104 1.308
H -0.395 -0.126 -3.830
H 2.071 0.244 -1.076
N 0.367 -0.484 -1.927
H 1.841 0.386 1.980
H -1.189 -0.314 0.424
H -1.812 -0.677 1.908
H -2.285 0.776 1.431
H -0.519 0.800 3.035
H 0.388 1.370 -3.040
C 0.798 -0.884 0.386
H -1.245 0.661 -2.560
H 0.266 -1.368 -2.406

---

Model d:
20
Properties=species:S:1:pos:R:3 method="wB97M-V/def2-TZVPD" e_homo_ha=-0.426 orbital_gap_ev=8.3 smiles="CN/C=C/CC[NH3+]" lumo_energy_ev=-3.34 charge=+1
H 2.097 0.220 2.014
C -0.903 0.348 -0.512
H -2.478 1.244 0.335
C 2.182 -0.659 0.124
C -3.242 -0.197 -0.998
N -2.206 0.395 -0.141
H 2.252 1.456 -0.132
H 0.005 1.515 0.969
H 2.519 -1.365 2.138
N 1.944 -0.708 1.614
H -0.730 -0.225 -1.421
H 3.240 -0.801 -0.093
H -3.801 0.584 -1.522
H 1.553 0.626 -1.487
H -3.978 -0.681 -0.358
C 0.162 0.843 0.134
H 0.940 -0.868 1.748
H 1.649 -1.514 -0.287
C 1.566 0.632 -0.394
H -2.772 -0.846 -1.730

---

Energy comparison, zero being the most stable, in kJ/mol: model a 148.9; model b 198.3; model c 289.7; model d 0.0.

---

Model a:
13
Properties=species:S:1:pos:R:3 method="wB97M-V/def2-TZVPD" e_homo_ha=-0.353 orbital_gap_ev=10.2 smiles="C/C(CO)=N/O" lumo_energy_ev=0.63
H 1.844 0.797 -0.206
H 1.304 -0.256 1.094
H -1.187 0.841 1.307
H -0.927 -1.826 0.454
C -0.208 0.257 -0.313
C -0.852 1.394 0.417
H -1.761 1.728 -0.086
C 1.235 -0.091 0.003
O 1.796 -1.133 -0.737
O -0.724 -1.884 -0.498
N -1.103 -0.526 -0.795
H -0.214 2.209 0.753
H 1.152 -1.859 -0.707

---

Model b:
13
Properties=species:S:1:pos:R:3 method="wB97M-V/def2-TZVPD" e_homo_ha=-0.364 orbital_gap_ev=10.6 smiles="O=CNCCO" lumo_energy_ev=0.70
O 1.274 0.088 1.450
H -0.856 -1.587 -0.256
C -1.283 -0.635 0.092
C -0.511 0.509 -0.624
H -0.850 0.565 -1.654
H -0.797 1.453 -0.110
H 1.542 0.444 -1.634
N 0.987 0.338 -0.775
H -0.416 -0.392 1.775
H 2.834 0.177 0.173
O -1.335 -0.539 1.486
H -2.331 -0.613 -0.249
C 1.742 0.192 0.327

---

Model c:
13
Properties=species:S:1:pos:R:3 method="wB97M-V/def2-TZVPD" e_homo_ha=-0.362 orbital_gap_ev=10.7 smiles="C/C(CO)=N/O" lumo_energy_ev=0.88
H -0.861 1.671 -0.594
H 1.332 1.584 2.076
O 0.918 0.942 -1.369
N 0.519 0.096 1.251
H -0.368 -2.071 -0.898
H -0.997 0.313 -1.738
H -1.623 -1.762 0.287
C -0.176 -0.223 0.223
H -0.019 -2.240 0.832
H 1.335 1.149 -0.509
C -0.556 -1.655 0.094
C -0.403 0.733 -0.921
O 0.746 1.488 1.312

---

Model d:
13
Properties=species:S:1:pos:R:3 method="wB97M-V/def2-TZVPD" e_homo_ha=-0.348 orbital_gap_ev=10.5 lumo_energy_ev=1.02
H -2.320 -0.382 -0.356
H -0.964 -1.518 -0.489
O -1.246 -0.537 1.330
H -0.537 1.459 -0.091
N 0.997 0.186 -0.704
C -1.273 -0.540 -0.078
C 2.437 0.015 1.333
C -0.415 0.559 -0.706
H 1.621 0.978 -0.819
H 1.220 -0.487 -1.430
O 1.597 0.024 2.109
H -0.323 -0.552 1.616
H -0.792 0.796 -1.713

---

Energy comparison, zero being the most stable, in kJ/mol: model a 284.0; model b 0.0; model c 190.0; model d 70.4.

---

Model a:
9
Properties=species:S:1:pos:R:3 method="wB97M-V/def2-TZVPD" e_homo_ha="-0.360 / -0.345" orbital_gap_ev="8.3 / 8.1" lumo_energy_ev="-1.54 / -1.31"
O -3.611 -0.050 -0.978
O 0.714 0.598 0.064
O -1.622 1.701 0.552
H -0.336 -0.996 0.621
H 0.816 1.089 -0.784
N -0.078 -0.475 -0.213
C -1.980 0.657 0.176
O -3.308 -1.077 0.869
N -3.073 -0.177 0.084

---

Model b:
9
Properties=species:S:1:pos:R:3 method="wB97M-V/def2-TZVPD" e_homo_ha=-0.386 orbital_gap_ev=9.7 smiles="O=C(NO)[N+](=O)[O-]" lumo_energy_ev=-0.86
N -0.509 2.568 0.059
O -0.088 3.585 -0.419
H -1.283 0.304 -0.059
N -0.278 0.242 0.026
C 0.486 1.374 0.011
O -1.644 2.288 0.359
O 0.315 -0.959 -0.221
O 1.646 1.407 -0.159
H 1.094 -0.599 -0.609

---

Model c:
9
Properties=species:S:1:pos:R:3 method="wB97M-V/def2-TZVPD" e_homo_ha=-0.382 orbital_gap_ev=10.5 smiles="O=C=O.O=NNO" lumo_energy_ev=0.10
H 1.811 0.021 0.683
H 0.088 1.093 -1.075
N 0.249 0.574 -0.237
C -2.543 -0.940 -0.158
O 0.412 -1.413 0.591
N -0.264 -0.674 -0.112
O -2.622 -1.558 0.814
O 1.518 0.896 0.187
O -2.586 -0.210 -1.056

---

Energy comparison, zero being the most stable, in kJ/mol: model a 462.9; model b 132.2; model c 0.0.